# 1
The following is a DFT calculation (the ωB97M-V functional and the def2-TZVPD basis) of a 6-piece molecular cluster, C34H55N6OP overall.

SMILES: [H]/N=C\CPCCCCCCCCCCCOC.c1cc[nH]c1.c1cc[nH]c1.c1cc[nH]c1.c1cc[nH]c1.c1cc[nH]c1
HOMO energy: -7.805 eV
energy above the lowest of the compared OMol25 structures with the same formula, charge and spin: 0.00 kJ/mol
strongest force on any atom: 0.0245 Eh/bohr
lowest unoccupied orbital energy: 0.496 eV

Geometry (Å):
1 C -1.9583 -1.0129 3.0713
2 O -2.3683 -0.4045 1.8626
3 C -2.9089 0.8991 1.9794
4 C -3.9744 1.1594 0.9115
5 C -3.4217 1.4542 -0.4936
6 C -2.5479 0.3373 -1.1053
7 C -1.4224 0.8492 -2.0262
8 C -0.0170 0.3359 -1.6623
9 C 0.2833 0.2975 -0.1516
10 C 1.6316 0.8643 0.3096
11 C 1.9354 2.2751 -0.2067
12 C 0.7570 3.2228 -0.0077
13 C 1.1080 4.6951 -0.2727
14 P -0.3521 5.8276 -0.2745
15 C -0.5917 6.0540 -2.0984
16 C -0.6885 4.7747 -2.8806
17 N 0.2920 4.1069 -3.3745
18 H -1.0186 -1.5443 2.8747
19 H -1.7934 -0.2922 3.8762
20 H -2.6926 -1.7726 3.3683
21 H -3.3565 1.0338 2.9756
22 H -2.1043 1.6432 1.8831
23 H -4.6847 0.3218 0.8938
24 H -4.5428 2.0360 1.2548
25 H -2.8690 2.4052 -0.4536
26 H -4.2720 1.6299 -1.1675
27 H -2.1430 -0.2916 -0.3174
28 H -3.2119 -0.3096 -1.6964
29 H -1.6312 0.5385 -3.0562
30 H -1.4243 1.9543 -2.0488
31 H 0.7279 0.9520 -2.1874
32 H 0.0936 -0.6721 -2.0733
33 H -0.5193 0.7589 0.4293
34 H 0.2773 -0.7591 0.1547
35 H 2.4565 0.1710 0.1077
36 H 1.5744 0.9602 1.4057
37 H 2.7902 2.6661 0.3618
38 H 2.2500 2.2416 -1.2565
39 H 0.4192 3.1413 1.0378
40 H -0.0908 2.9284 -0.6375
41 H 1.7448 5.0563 0.5393
42 H 1.6471 4.7833 -1.2192
43 H -1.3270 4.8165 -0.1173
44 H -1.5086 6.6499 -2.1954
45 H 0.2351 6.6670 -2.4740
46 H -1.6958 4.3721 -3.0276
47 H 1.1632 4.6017 -3.1875
48 N 0.9204 -5.5723 3.3392
49 C -0.1102 -5.8315 4.1987
50 C -1.2541 -5.3250 3.6417
51 C -0.8965 -4.7357 2.3970
52 C 0.4531 -4.9042 2.2410
53 H 1.8758 -5.8310 3.4917
54 H 0.0546 -6.3530 5.1252
55 H -2.2359 -5.3754 4.0828
56 H -1.5534 -4.2466 1.6959
57 H 1.1147 -4.6095 1.4448
58 N 5.4706 -2.4444 0.5242
59 C 4.1894 -2.2682 0.9788
60 C 3.3357 -2.5580 -0.0519
61 C 4.1320 -2.9226 -1.1714
62 C 5.4426 -2.8421 -0.7849
63 H 6.3027 -2.3068 1.0654
64 H 3.9910 -1.9604 1.9920
65 H 2.2601 -2.5119 -0.0094
66 H 3.7812 -3.2097 -2.1480
67 H 6.3521 -3.0346 -1.3266
68 N 0.1067 1.8905 -5.5269
69 C -0.8083 1.2453 -6.3078
70 C -0.1873 0.8747 -7.4733
71 C 1.1608 1.3150 -7.3870
72 C 1.3063 1.9378 -6.1734
73 H -0.0639 2.2878 -4.6151
74 H -1.8212 1.1017 -5.9720
75 H -0.6464 0.3482 -8.2930
76 H 1.9322 1.1903 -8.1282
77 H 2.1605 2.4087 -5.7183
78 N 4.8215 0.6814 2.7123
79 C 5.1322 0.2034 3.9559
80 C 4.8711 1.1967 4.8625
81 C 4.3782 2.3152 4.1355
82 C 4.3634 1.9636 2.8121
83 H 4.9089 0.1718 1.8518
84 H 5.5076 -0.7964 4.0930
85 H 5.0107 1.1279 5.9279
86 H 4.0658 3.2633 4.5392
87 H 4.0672 2.5074 1.9346
88 N -4.8020 -4.3430 1.9637
89 C -4.6779 -3.1895 1.2384
90 C -5.5822 -3.2438 0.2117
91 C -6.2792 -4.4784 0.3245
92 C -5.7732 -5.1346 1.4143
93 H -4.2570 -4.5762 2.7712
94 H -3.9645 -2.4301 1.5116
95 H -5.7269 -2.4843 -0.5381
96 H -7.0589 -4.8432 -0.3224
97 H -6.0196 -6.0910 1.8414

Mulliken atomic charge list, values in e, 5 entries:
1. C -0.85
2. O -0.07
3. C -0.58
4. C -0.96
5. C -0.34


# 2
The following is a DFT calculation (the ωB97M-V functional and the def2-TZVPD basis) of C34H56AlB2N2O2P2 as an isolated structure.

HOMO energy: -10.331 eV
total charge: +1
energy above the lowest of the compared OMol25 structures with the same formula, charge and spin: 0.00 kJ/mol
strongest force on any atom: 0.0624 Eh/bohr
lowest unoccupied orbital energy: -3.423 eV

Geometry (Å):
1 Al 0.5383 -0.3414 -1.2859
2 C 2.3448 1.0974 3.8848
3 C 1.1165 0.1621 3.9762
4 C 0.0778 0.8104 4.9513
5 C 1.6777 -1.1726 4.5267
6 P 0.4377 -0.1555 2.1925
7 C -0.4375 1.5291 1.9094
8 N 0.3006 2.2453 0.8634
9 B 0.7037 1.6359 -0.3991
10 N 1.8446 2.3869 -0.9304
11 C 2.7784 1.8821 -1.9443
12 P 2.7650 -0.0256 -1.8001
13 C 3.3737 -0.6891 -3.4456
14 C 3.4884 -2.2329 -3.3452
15 C 4.7078 -0.1152 -3.9706
16 C 2.2478 -0.3794 -4.4624
17 C 4.0738 -0.3468 -0.4042
18 C 3.6258 -1.6688 0.2893
19 C 5.5304 -0.4551 -0.9192
20 C 4.0807 0.7557 0.6811
21 C 2.1822 3.3542 0.0441
22 C 3.2527 4.2688 0.0669
23 C 3.3433 5.1148 1.1727
24 C 2.3896 5.0956 2.1780
25 C 1.3231 4.2013 2.1798
26 C 1.2392 3.3032 1.1167
27 C -0.9637 -1.4543 2.2959
28 C -0.2452 -2.8323 2.0765
29 C -1.9520 -1.2661 1.0997
30 C -1.8127 -1.5190 3.5918
31 H 2.7378 1.2711 4.9081
32 H 3.1669 0.6765 3.2841
33 H 2.1286 2.0876 3.4769
34 H 0.4781 0.7601 5.9828
35 H -0.0901 1.8716 4.7150
36 H -0.8867 0.3065 4.9641
37 H 2.2498 -0.9522 5.4494
38 H 0.8906 -1.8780 4.8143
39 H 2.3866 -1.6402 3.8264
40 H -1.4600 1.3300 1.5608
41 H -0.4987 2.1284 2.8216
42 H 2.4351 2.1993 -2.9600
43 H 3.7992 2.3008 -1.7871
44 H 4.2516 -2.5541 -2.6375
45 H 2.5335 -2.6814 -3.0054
46 H 3.6995 -2.6513 -4.3441
47 H 5.5671 -0.5464 -3.4629
48 H 4.7974 -0.3822 -5.0294
49 H 4.7715 0.9776 -3.9026
50 H 1.2726 -0.7634 -4.1310
51 H 2.1317 0.6921 -4.6561
52 H 2.4857 -0.8757 -5.4165
53 H 3.5624 -2.5006 -0.4232
54 H 4.3345 -1.9563 1.0778
55 H 2.6515 -1.5355 0.7806
56 H 5.7048 -1.3372 -1.5330
57 H 5.8529 0.4353 -1.4672
58 H 6.1810 -0.5577 -0.0347
59 H 3.0816 0.9018 1.0993
60 H 4.7423 0.4225 1.4977
61 H 4.4600 1.7236 0.2945
62 H 4.0007 4.3122 -0.7178
63 H 4.1611 5.8288 1.2516
64 H 2.4986 5.7891 2.9949
65 H 0.6336 4.2286 3.0116
66 H 0.3395 -2.8230 1.1364
67 H 0.4381 -3.0945 2.8900
68 H -0.9981 -3.6239 1.9829
69 H -1.3988 -1.0779 0.1655
70 H -2.5308 -2.1938 0.9604
71 H -2.6632 -0.4391 1.2466
72 H -1.2088 -1.8271 4.4434
73 H -2.3421 -0.5871 3.8002
74 H -2.5739 -2.3019 3.4355
75 C -7.2715 -1.2652 -0.4029
76 C -7.0036 -1.1659 -1.9158
77 C -7.3081 -2.5131 -2.5797
78 C -7.8903 -0.0674 -2.5405
79 C -5.5330 -0.7909 -2.0564
80 C -5.1136 0.5101 -1.6918
81 C -3.7584 0.8895 -1.6967
82 C -2.8322 -0.0871 -2.0078
83 O -1.4272 -0.0048 -2.0333
84 B -0.9733 -1.3888 -2.3362
85 O -2.0805 -2.1874 -2.5469
86 C -3.2284 -1.3700 -2.3784
87 C -4.5578 -1.7608 -2.4075
88 H -8.3099 -1.5372 -0.1908
89 H -7.0602 -0.3287 0.1168
90 H -6.6275 -2.0334 0.0341
91 H -8.4011 -2.7120 -2.5841
92 H -6.8035 -3.3354 -2.0500
93 H -6.9892 -2.5165 -3.6435
94 H -8.9504 -0.3416 -2.4707
95 H -7.6354 0.0553 -3.5989
96 H -7.7683 0.8893 -2.0340
97 H -5.8514 1.2389 -1.3760
98 H -3.5359 1.9237 -1.4828
99 H -4.8969 -2.7518 -2.6799

Mulliken atomic charge list, values in e, 5 entries:
1. Al 0.21
2. C -1.58
3. C 1.82
4. C -1.65
5. C -1.77


# 3
The following is a DFT calculation (the ωB97M-V functional and the def2-TZVPD basis) of C34H56FGeN4O4Si3Y as an isolated structure.

HOMO energy (alpha / beta): -14.567 / -15.104 eV
total charge: +3
energy above the lowest of the compared OMol25 structures with the same formula, charge and spin: 0.00 kJ/mol
strongest force on any atom: 0.0190 Eh/bohr
lowest unoccupied orbital energy (alpha / beta): -7.278 / -8.348 eV
2S+1: 2

Geometry (Å):
1 Y 1.4856 -1.2206 1.5795
2 F 0.5102 3.0715 -3.8712
3 C -0.1590 1.9281 -3.6519
4 C 0.1676 1.1846 -2.5580
5 C -0.5583 0.0231 -2.2574
6 C -0.2138 -0.7850 -1.1031
7 O 0.7412 -0.4009 -0.3329
8 C -0.9389 -1.9791 -0.9294
9 C -1.9486 -2.2888 -1.8210
10 N -2.3146 -1.5177 -2.8395
11 C -3.3872 -1.9553 -3.7255
12 C -4.6136 -2.5676 -3.1259
13 C -4.6802 -1.1941 -3.7253
14 C -1.6100 -0.3491 -3.1095
15 C -1.9091 0.4163 -4.2443
16 C -1.1936 1.5609 -4.5411
17 N -1.5201 2.2944 -5.7026
18 C -0.5078 3.0840 -6.3896
19 C -0.8898 3.2286 -7.8511
20 N -2.2472 3.8804 -7.9439
21 C -3.2881 3.1034 -7.1792
22 C -2.8287 2.9315 -5.7429
23 C -0.6935 -3.0085 0.1452
24 O -1.1209 -4.1256 0.0387
25 O 0.0089 -2.5735 1.1751
26 H 0.9742 1.5090 -1.9161
27 H -2.4895 -3.2174 -1.6941
28 H -3.0107 -2.3569 -4.6578
29 H -4.6802 -2.6342 -2.0492
30 H -5.0551 -3.3931 -3.6638
31 H -4.7640 -0.3667 -3.0334
32 H -5.1844 -1.0671 -4.6727
33 H -2.6826 0.0920 -4.9242
34 H 0.4551 2.5803 -6.3462
35 H -0.3749 4.0795 -5.9454
36 H -0.9796 2.2627 -8.3451
37 H -0.1876 3.8581 -8.3942
38 H -2.5271 3.9709 -8.9227
39 H -2.1914 4.8328 -7.5722
40 H -3.3831 2.1447 -7.6861
41 H -4.2254 3.6520 -7.2482
42 H -3.5630 2.3175 -5.2251
43 H -2.8130 3.9102 -5.2381
44 O 2.5537 -2.3676 3.2587
45 C 3.5435 -3.4276 3.0478
46 C 4.9266 -2.8274 2.9097
47 C 5.0032 -1.7550 1.8115
48 C 4.5616 -2.2929 0.4786
49 C 5.4587 -2.9552 -0.3465
50 C 5.0109 -3.5254 -1.5250
51 C 3.6675 -3.4170 -1.8559
52 C 2.8356 -2.7340 -0.9964
53 N 3.2594 -2.1788 0.1532
54 H 2.6329 -2.0338 4.1641
55 H 3.2168 -3.9431 2.1464
56 H 3.4709 -4.1294 3.8765
57 H 5.6254 -3.6379 2.6913
58 H 5.2480 -2.3978 3.8618
59 H 6.0207 -1.3715 1.7437
60 H 4.3901 -0.8870 2.0865
61 H 6.4999 -3.0213 -0.0609
62 H 5.6978 -4.0507 -2.1750
63 H 3.2732 -3.8554 -2.7609
64 H 1.7822 -2.6270 -1.2215
65 C 1.2832 -1.5042 6.1003
66 Si 1.4967 0.2030 5.3366
67 C 3.3070 0.5840 4.9706
68 C 0.8665 1.5234 6.5047
69 Ge 0.0376 0.4008 3.4109
70 Si 0.2498 2.5411 2.2878
71 C -0.7890 2.5878 0.7324
72 C 2.0468 2.9007 1.9021
73 C -0.4431 3.7419 3.5476
74 Si -2.1809 -0.4943 3.6948
75 C -3.1062 -0.2940 2.0760
76 C -2.9615 0.5211 5.0623
77 C -2.0744 -2.2936 4.1887
78 H 2.1052 -1.7217 6.7880
79 H 1.1981 -2.3303 5.3905
80 H 0.3680 -1.5233 6.6957
81 H 3.9299 0.3163 5.8274
82 H 3.4271 1.6586 4.8166
83 H 3.7450 0.1057 4.0900
84 H 1.4199 1.4433 7.4456
85 H -0.1935 1.4115 6.7363
86 H 1.0362 2.5275 6.1182
87 H -0.5075 1.8019 0.0344
88 H -0.6427 3.5531 0.2392
89 H -1.8517 2.4852 0.9554
90 H 2.4979 2.1586 1.2339
91 H 2.6537 2.9420 2.8081
92 H 2.1429 3.8672 1.4019
93 H -1.5021 3.5618 3.7378
94 H -0.3516 4.7534 3.1386
95 H 0.0824 3.7289 4.5001
96 H -3.2961 0.7564 1.8471
97 H -4.0727 -0.7978 2.1470
98 H -2.5589 -0.7310 1.2370
99 H -2.9771 1.5918 4.8524
100 H -2.4616 0.3692 6.0206
101 H -3.9983 0.1950 5.1843
102 H -1.5032 -2.8946 3.4784
103 H -3.0832 -2.7107 4.2377
104 H -1.6257 -2.4154 5.1763

Mulliken atomic charge list, values in e, 5 entries:
1. Y 0.64
2. F -0.34
3. C 0.36
4. C -0.42
5. C 0.93


# 4
The following is a DFT calculation (the ωB97M-V functional and the def2-TZVPD basis) of a 10-piece molecular cluster, C34H56O26 overall.

SMILES: C[C@H]1COC(=O)O1.C[C@H]1COC(=O)O1.C[C@H]1COC(=O)O1.C[C@H]1COC(=O)O1.C[C@H]1COC(=O)O1.C[C@H]1COC(=O)O1.C[C@H]1COC(=O)O1.C[C@H]1COC(=O)O1.CO.CO
HOMO energy: -9.740 eV
energy above the lowest of the compared OMol25 structures with the same formula, charge and spin: 0.00 kJ/mol
strongest force on any atom: 0.0439 Eh/bohr
lowest unoccupied orbital energy: 0.264 eV

Geometry (Å):
1 C -1.2081 0.1114 -0.8744
2 O -0.8052 1.4304 -0.5305
3 H -2.1066 0.1599 -1.4974
4 H -0.3722 -0.2629 -1.4746
5 H -1.5584 -0.5909 -0.1122
6 H -0.4739 1.4644 0.3754
7 C -1.2805 2.6491 -3.5168
8 O -0.3788 1.5524 -3.6640
9 H -2.2209 2.3038 -3.0805
10 H -0.8606 3.4483 -2.9079
11 H -1.5134 3.0032 -4.5200
12 H -0.0945 1.2474 -2.7952
13 C 0.3691 4.9377 2.9908
14 C -0.9142 4.1706 2.8764
15 C -2.2143 4.9385 3.0951
16 O -2.4987 5.3899 1.7756
17 C -1.9196 4.5314 0.8900
18 O -2.0682 4.5735 -0.2833
19 O -1.1819 3.6239 1.5697
20 H 0.3594 5.8552 2.3930
21 H 1.2389 4.3675 2.6533
22 H 0.6372 5.2434 4.0034
23 H -0.8634 3.2924 3.5227
24 H -2.1378 5.8410 3.7027
25 H -2.9655 4.2910 3.5537
26 C 1.4177 3.8152 -1.1797
27 C 2.6044 3.2463 -0.4282
28 C 3.7843 2.8670 -1.2988
29 O 4.8941 3.1521 -0.4411
30 C 4.5229 3.9850 0.5359
31 O 5.2757 4.5525 1.2641
32 O 3.1702 4.1271 0.5669
33 H 1.6833 4.8731 -1.2710
34 H 0.5229 3.7220 -0.5720
35 H 1.3673 3.2695 -2.1195
36 H 2.2889 2.3747 0.1559
37 H 3.8178 3.4939 -2.1962
38 H 3.8215 1.8202 -1.5795
39 C 1.7654 -2.2656 5.6719
40 C 0.7648 -3.1049 4.8957
41 C -0.6756 -2.6078 5.0410
42 O -1.1563 -2.6463 3.7112
43 C -0.1061 -2.7119 2.8347
44 O -0.2440 -2.4703 1.6871
45 O 1.0306 -2.9747 3.5101
46 H 1.6882 -1.2091 5.3855
47 H 2.7816 -2.5290 5.3649
48 H 1.7062 -2.3098 6.7571
49 H 0.9242 -4.1235 5.2584
50 H -0.6454 -1.5887 5.4347
51 H -1.2792 -3.2353 5.6916
52 C 3.5498 0.0680 -6.2418
53 C 2.3687 0.0717 -5.3020
54 C 1.7784 -1.2876 -5.0031
55 O 1.5054 -1.2289 -3.6052
56 C 2.1977 -0.2142 -3.0536
57 O 2.3217 -0.0309 -1.8817
58 O 2.8305 0.5110 -3.9993
59 H 3.9498 1.0719 -6.3733
60 H 3.2340 -0.3173 -7.2153
61 H 4.3718 -0.5665 -5.9076
62 H 1.6180 0.7941 -5.6245
63 H 2.4804 -2.0886 -5.2474
64 H 0.8570 -1.4643 -5.5542
65 C 3.9819 -1.6541 1.8761
66 C 3.3592 -0.5058 2.6495
67 C 3.8150 0.8970 2.1838
68 O 2.5938 1.6360 2.3506
69 C 1.5582 0.8008 2.4299
70 O 0.4010 1.1087 2.3873
71 O 1.9780 -0.4760 2.3025
72 H 3.6356 -2.5998 2.2987
73 H 5.0718 -1.7530 1.8825
74 H 3.7287 -1.6261 0.8152
75 H 3.5552 -0.6697 3.7115
76 H 4.2055 0.8606 1.1667
77 H 4.6082 1.2630 2.8314
78 C -3.4751 -3.5462 -5.1265
79 C -4.7029 -3.1703 -4.2939
80 C -4.6181 -3.6917 -2.8390
81 O -4.2723 -2.5084 -2.1207
82 C -4.4474 -1.4114 -2.8734
83 O -4.2954 -0.3107 -2.4443
84 O -4.7201 -1.7516 -4.1457
85 H -3.6382 -3.5775 -6.2034
86 H -3.0901 -4.5277 -4.8398
87 H -2.6789 -2.8180 -4.9537
88 H -5.5582 -3.5436 -4.8558
89 H -3.9346 -4.5205 -2.7040
90 H -5.6256 -3.9430 -2.5014
91 C -1.0418 -3.2801 -1.8732
92 C 0.3349 -3.8303 -1.6282
93 C 1.3734 -2.9770 -0.8908
94 O 2.0040 -3.9291 -0.0344
95 C 1.2752 -5.0445 0.0526
96 O 1.5776 -6.0196 0.6755
97 O 0.1477 -4.9140 -0.6659
98 H -1.4335 -2.6734 -1.0647
99 H -1.7350 -4.0903 -2.1055
100 H -1.0104 -2.7543 -2.8348
101 H 0.8058 -4.2422 -2.5245
102 H 0.9672 -2.1015 -0.3898
103 H 2.1167 -2.6388 -1.6080
104 C -3.0196 0.8549 4.6564
105 C -2.8683 0.7195 3.1686
106 C -3.3696 -0.6092 2.5872
107 O -4.4607 -0.2718 1.7022
108 C -4.5348 1.0858 1.5937
109 O -5.2408 1.6505 0.8299
110 O -3.7418 1.6786 2.5031
111 H -3.9455 0.4414 5.0546
112 H -2.8681 1.8849 4.9698
113 H -2.2561 0.1834 5.0718
114 H -1.8842 0.9199 2.7541
115 H -3.7850 -1.3689 3.2472
116 H -2.5989 -1.0478 1.9522

Mulliken atomic charge list, values in e, 5 entries:
1. C 0.34
2. O 0.91
3. H 0.51
4. H -0.15
5. H -0.66